No. 1
A cluster of 8 separate species, C44H39Br2N7O14 in total, computed with ωB97M-V with the def2-TZVPD basis set.

Each line ends with the Löwdin spin population.
CARTESIAN COORDINATES (ANGSTROEM)
Br1 16.27987 5.60968 7.69954  0.003
Br2 16.55408 1.32614 5.58872  0.000
O1 21.18295 -5.37405 16.20584  0.000
O2 13.67129 0.23532 12.30508  0.001
O3 19.09263 -5.40045 16.75725  0.000
O4 11.89753 3.19061 19.30059  0.000
O5 13.29298 -9.33859 14.59694  0.000
O6 10.86251 1.30558 19.62612  0.000
O7 15.96830 -3.46659 5.13256  0.000
O8 10.27251 -7.67944 13.90464  0.000
O9 9.27651 -7.14354 15.67852  0.000
O10 14.45415 -1.68290 12.86326  0.000
O11 13.52707 3.26917 9.17338  0.220
O12 13.99927 -7.92343 16.05116  0.000
O13 17.41032 -5.03386 4.88219  0.000
O14 15.62813 3.55990 9.83026  0.231
N1 13.86272 -8.28820 14.89319  0.000
N2 11.66087 2.00555 19.03494  0.000
N3 14.15339 -0.81959 12.03434  0.000
N4 14.38479 3.65444 9.98561  0.323
N5 17.05210 -3.88105 4.66011  0.000
N6 20.01921 -5.03125 16.04190  0.000
N7 9.90610 -6.82902 14.68114  0.000
C1 14.06647 -0.18569 8.33212  0.002
C2 15.01317 -2.44653 8.72648  0.000
C3 12.90007 -0.54883 16.61105  0.000
C4 17.88098 -3.02732 3.79889  0.000
C5 19.65799 -4.01121 15.01369  0.000
C6 14.36643 -1.03526 10.55316  0.001
C7 12.29172 1.43715 17.81558  0.000
C8 14.25035 4.48632 13.74095  0.000
C9 15.81916 2.99729 6.33738  0.000
C10 19.34731 -1.28214 2.16701  0.000
C11 20.33542 -2.20462 13.58895  0.000
C12 9.92507 -4.42025 15.25633  0.000
C13 15.00714 -5.57906 11.76525  0.000
C14 20.68737 -3.26841 14.37797  0.000
C15 11.97715 4.45916 12.80707  -0.006
C16 14.81431 -2.31096 10.08945  0.000
C17 11.44082 -5.24116 13.61426  0.000
C18 12.87510 4.66119 13.91066  0.075
C19 14.57966 -1.40657 7.88410  0.000
C20 18.79490 -3.50786 2.83651  0.000
C21 12.86394 2.32991 16.89656  0.000
C22 19.04416 -1.82818 13.33720  0.000
C23 13.48293 1.78759 15.80747  0.000
C24 12.26664 0.06121 17.67577  0.000
C25 16.98889 3.85936 6.93415  0.000
C26 13.84377 4.05412 11.36743  0.027
C27 14.10382 -7.26955 13.75822  0.000
C28 14.66468 -6.07758 14.09065  0.000
C29 19.56440 -2.68343 2.01884  0.000
C30 18.07935 -2.48178 14.03552  0.000
C31 13.90556 -7.65536 12.43638  0.000
C32 13.49932 0.35358 15.69747  0.000
C33 18.42227 -0.77744 3.04682  0.000
C34 15.14018 -5.20924 13.08005  0.000
C35 12.00715 -3.93375 13.56601  0.000
C36 17.65835 -1.68264 3.83235  0.000
C37 14.36822 -6.79605 11.44665  0.000
C38 10.39783 -5.48876 14.49917  0.000
C39 18.37006 -3.55057 14.86536  0.000
C40 14.03132 0.00132 9.66850  0.003
C41 11.53032 -2.88139 14.31655  0.000
C42 10.45118 -3.15809 15.12213  0.000
C43 14.69671 4.27163 12.43098  0.054
C44 12.49440 4.08430 11.57201  0.045
H1 16.93101 -1.27930 4.52133  0.000
H2 12.99749 -1.61960 16.50932  0.000
H3 15.49394 -5.09600 10.93094  0.000
H4 12.11885 -1.97589 14.32694  0.000
H5 17.57512 -3.96832 15.46533  0.000
H6 21.70210 -3.62279 14.48349  0.000
H7 17.72654 4.11443 6.17329  0.000
H8 10.92000 4.65412 12.91111  -0.002
H9 14.01317 2.41522 15.10652  0.000
H10 14.33984 -7.07935 10.40486  0.000
H11 13.79659 1.00477 9.99159  0.002
H12 15.16973 3.42460 5.57334  0.000
H13 10.06997 -2.25044 15.56626  0.000
H14 15.76330 4.31615 12.26731  0.006
H15 15.13806 2.71105 7.13880  0.000
H16 20.33302 -3.10519 1.38817  0.000
H17 21.07516 -1.53443 13.17660  0.000
H18 17.04431 -2.17978 14.09781  0.000
H19 12.82713 -3.70726 12.90063  0.000
H20 13.93009 0.66856 7.68554  0.001
H21 15.06382 -5.91525 15.08098  0.000
H22 9.04598 -4.49678 15.87902  0.000
H23 15.39785 -3.29728 8.18366  0.000
H24 18.13725 0.26309 3.09631  0.000
H25 12.84407 3.39967 17.04361  0.000
H26 15.10522 -3.12822 10.73277  0.000
H27 17.63461 3.49675 7.73394  0.000
H28 14.93299 4.55074 14.57537  -0.002
H29 15.45029 -4.22533 13.39964  0.000
H30 18.78226 -1.05849 12.62629  0.000
H31 13.50430 -8.64477 12.27376  0.000
H32 11.81817 3.96936 10.73780  0.006
H33 11.95299 -0.56036 18.50140  0.000
H34 14.00673 -0.07363 14.84516  0.000
H35 11.92996 -6.02846 13.05991  0.000
H36 12.49375 4.78403 14.91360  0.005
H37 19.91268 -0.59633 1.55347  0.000
H38 19.07291 -4.54501 2.72064  0.000
H39 14.77348 -1.58782 6.83721  0.000

Results
multiplicity	2
E_LUMO (spin up / spin down)	0.434 / 0.434	eV
total charge	-1
expectation value of S²	0.76
highest occupied orbital energy (spin up / spin down)	-2.358 / -5.838	eV


No. 2
A cluster of 2 separate species, C4H15N2O in total, computed with ωB97M-V with the def2-TZVPD basis set.

Each line ends with the Löwdin spin population.
CARTESIAN COORDINATES (ANGSTROEM)
O1 -0.15268 -1.50836 -4.36199  0.000
N1 2.58053 -0.02713 0.10452  0.733
N2 0.47911 0.96471 1.99837  0.003
C1 -2.37367 0.80039 0.65071  0.007
C2 0.14695 0.42348 0.58781  0.068
C3 1.26541 -0.59361 0.18471  0.106
C4 -1.21899 -0.20866 0.61131  0.006
H1 -0.69152 -1.18013 -5.09003  0.000
H2 0.10242 1.32703 -0.02032  0.000
H3 -1.31959 -0.86988 -0.25522  0.000
H4 -0.37425 1.47569 2.27815  0.000
H5 2.97764 0.08681 -0.83882  0.017
H6 -1.34198 -0.92441 1.42214  0.000
H7 0.71002 -1.70253 -4.75709  0.000
H8 1.30688 -1.40427 0.88698  0.009
H9 -2.18573 1.65456 0.00405  0.000
H10 1.26715 1.60170 2.00428  0.003
H11 0.94031 -1.07796 -0.75007  0.026
H12 3.24762 -0.49221 0.73492  0.018
H13 0.53679 0.24073 2.72418  0.000
H14 -2.64407 1.08915 1.66083  0.000
H15 -3.25836 0.32490 0.22056  0.002

Results
multiplicity	2
E_LUMO (spin up / spin down)	-7.562 / -13.434	eV
total charge	+2
expectation value of S²	0.75
highest occupied orbital energy (spin up / spin down)	-16.553 / -16.551	eV


No. 3
A structure of composition C10H13ClO3Sn, computed with ωB97M-V with the def2-TZVPD basis set.

Each line ends with the Mulliken charge.
CARTESIAN COORDINATES (ANGSTROEM)
Sn1 0.10917 0.84887 -0.25494  1.105
Cl1 1.80437 0.93809 -1.85381  -0.195
O1 -0.85149 0.73667 3.53703  -0.081
O2 0.91219 -1.19575 0.16971  -0.348
O3 2.05736 3.35742 1.02991  -0.015
C1 1.25833 2.57732 0.75053  0.320
C2 2.28735 -0.98214 0.80191  -0.033
C3 -2.01942 1.94572 -1.06932  -0.525
C4 -0.94339 -1.43823 -2.35759  -1.112
C5 -2.58060 1.08208 -0.08078  -0.663
C6 -0.74203 0.68575 2.39026  0.193
C7 -1.36634 1.12676 -2.05246  -0.823
C8 -1.50227 -0.25356 -1.64752  0.490
C9 -2.26834 -0.26487 -0.42394  -0.485
C10 2.22598 -1.25308 2.28904  -1.153
H1 0.39141 -1.79412 0.74116  0.351
H2 -1.66596 -1.83553 -3.07817  0.374
H3 1.83762 -2.25192 2.47198  0.433
H4 2.95574 -1.59285 0.20635  0.302
H5 -0.67534 -2.26699 -1.69237  0.285
H6 -3.15330 1.38917 0.77889  0.639
H7 -2.56666 -1.15716 0.08925  0.531
H8 3.22955 -1.20449 2.71582  0.382
H9 -2.06714 3.02743 -1.06964  0.574
H10 -0.03846 -1.18698 -2.91703  0.316
H11 1.60509 -0.54387 2.83657  0.221
H12 -0.80426 1.45375 -2.89917  0.681
H13 2.57083 0.05252 0.58832  0.235

Results
E_LUMO	-10.904	eV
total charge	+2
highest occupied orbital energy	-16.600	eV


No. 4
A structure of composition C13H36ClDyIP3, computed with ωB97M-V with the def2-TZVPD basis set.

Each line ends with the Löwdin spin population.
CARTESIAN COORDINATES (ANGSTROEM)
Dy1 -0.11488 -0.15248 -1.07674  5.101
I1 -1.26251 -0.18675 -3.78036  -0.002
Cl1 2.28816 -0.27223 -1.63470  -0.039
P1 0.15550 -2.96160 -0.76970  -0.005
P2 0.13848 0.56280 1.56370  0.002
P3 0.19082 2.62068 -1.14292  -0.030
C1 -1.57382 -0.27120 1.17300  0.003
C2 -0.36326 1.61508 2.94202  0.000
C3 0.95746 -3.71934 -2.23638  -0.001
C4 -1.31137 -4.05070 -0.58002  -0.002
C5 -1.41492 -0.22428 -6.04739  -0.005
C6 1.51669 -0.34569 2.42434  -0.001
C7 0.93580 3.10249 -2.74078  -0.005
C8 -1.34097 3.63218 -1.13272  -0.006
C9 -2.53418 -0.61698 2.31136  -0.001
C10 1.27893 3.50409 0.03052  -0.005
C11 2.79866 0.49290 2.40103  0.000
C12 -0.57995 0.92730 4.28693  0.000
C13 1.24629 -3.61552 0.55302  -0.001
H1 -1.00226 -5.09672 -0.51908  0.000
H2 -0.93269 1.65339 5.02294  0.000
H3 -2.17953 -1.46683 2.89537  0.000
H4 -1.89204 -1.18172 -6.29132  0.000
H5 1.07684 -4.79581 -2.06109  0.000
H6 -1.33735 0.14994 4.24881  0.000
H7 -1.84601 -3.76971 0.33384  0.000
H8 -1.97813 3.31495 -1.96406  0.000
H9 3.19869 0.57383 1.37880  0.000
H10 -2.71519 0.23908 2.95806  0.000
H11 1.29190 4.56999 -0.23667  -0.001
H12 2.29390 3.07996 -0.03815  0.000
H13 0.29578 2.76911 -3.56846  0.000
H14 -3.51142 -0.89668 1.90416  0.000
H15 0.41401 2.40211 3.00879  0.000
H16 2.65384 1.50607 2.80159  0.000
H17 0.33239 0.48400 4.69152  0.000
H18 1.93924 -3.25182 -2.38918  0.000
H19 -2.05533 0.62539 -6.29653  -0.001
H20 -1.29922 2.10926 2.62501  0.000
H21 -1.42275 -1.20071 0.57124  0.001
H22 1.04494 4.19211 -2.75751  -0.001
H23 2.24015 -3.15303 0.45842  0.000
H24 -1.08536 4.68670 -1.23127  -0.001
H25 0.81952 -3.37304 1.53702  0.000
H26 -0.41973 -0.13535 -6.50144  0.000
H27 1.67264 -1.31937 1.94635  0.000
H28 1.91789 2.62257 -2.83506  0.000
H29 1.23554 -0.57194 3.45759  0.000
H30 -2.07310 0.49431 0.53171  0.001
H31 0.90729 3.38179 1.06071  0.000
H32 0.33366 -3.55138 -3.12450  0.000
H33 1.33411 -4.70484 0.44724  0.000
H34 -1.97201 -3.91132 -1.44252  0.000
H35 3.57304 0.02924 3.02224  0.000
H36 -1.86422 3.45567 -0.18879  0.000

Results
multiplicity	6
E_LUMO (spin up / spin down)	-8.442 / -7.130	eV
total charge	+2
expectation value of S²	9.10
highest occupied orbital energy (spin up / spin down)	-14.721 / -14.820	eV


No. 5
A cluster of 2 separate species, C6H10NO in total, computed with ωB97M-V with the def2-TZVPD basis set.

Each line ends with the Mulliken charge.
CARTESIAN COORDINATES (ANGSTROEM)
O1 1.57706 -0.68356 -0.07801  -0.442
N1 -1.15744 0.25018 0.12166  0.255
C1 -0.77247 0.83366 2.01966  -0.507
C2 -1.17872 1.53682 0.73616  -0.551
C3 -0.89759 -0.46834 1.18711  -0.020
C4 3.41356 -1.40850 -1.52281  -0.959
C5 -1.53969 -0.06437 -1.24023  -0.799
C6 2.51314 -1.03812 -0.68557  0.818
H1 -2.60049 0.35600 -1.29055  0.330
H2 3.57312 -2.45876 -1.60220  0.255
H3 -2.26801 1.74885 0.95994  0.302
H4 -1.52633 -1.04362 -1.58242  0.354
H5 0.32819 0.87375 2.29863  0.276
H6 -0.66870 -1.53309 1.22261  0.394
H7 -1.47181 1.01097 2.82456  0.329
H8 -0.96097 0.56570 -1.91595  0.309
H9 4.24222 -0.86133 -1.81481  0.313
H10 -0.60506 2.38376 0.36223  0.344

Results
E_LUMO	-4.362	eV
total charge	+1
highest occupied orbital energy	-12.741	eV


No. 6
A cluster of 2 separate species, C4H11NO in total, computed with ωB97M-V with the def2-TZVPD basis set.

Each line ends with the Löwdin spin population.
CARTESIAN COORDINATES (ANGSTROEM)
O1 1.96523 -0.29494 -1.05507  0.801
N1 2.27593 -0.04836 1.12933  0.055
C1 1.16381 1.75619 -0.04954  0.052
C2 1.79009 0.39742 -0.02812  0.080
C3 -1.31401 -0.43572 -0.61454  -0.001
C4 -2.41605 -1.34587 -0.05607  0.000
H1 -2.03915 -2.34278 0.18252  0.000
H2 -0.78973 -0.01448 0.25436  0.000
H3 -3.13544 -1.54624 -0.86092  0.000
H4 0.35106 2.03446 0.58021  0.005
H5 -1.58953 0.33087 -1.33332  0.000
H6 -0.62286 -1.14196 -1.03956  0.000
H7 -3.02390 -1.04172 0.78762  0.000
H8 0.83205 1.81779 -1.07314  0.000
H9 1.82834 0.32487 1.95531  0.003
H10 1.96224 2.49077 0.10348  0.004
H11 2.76190 -0.94030 1.11745  0.001

Results
multiplicity	2
E_LUMO (spin up / spin down)	-4.617 / -9.412	eV
total charge	+1
expectation value of S²	0.75
highest occupied orbital energy (spin up / spin down)	-15.100 / -15.099	eV